[1]
A cluster of 2 separate species, C9H14OS in total at a distorted geometry, computed with ωB97M-V/def2-TZVPD.

Results
- ΔE to the lowest compared entry with this formula, charge and spin (kcal/mol) = 17.9
- multiplicity = 2
- <S²> = 0.77
- charge = +1
- energy (eV) = -22433.343

Atoms and positions in Å:
C (2.37623, -0.45505, -1.29742)
C (-2.38733, 0.61230, 0.55497)
H (0.92264, -2.43021, 1.95895)
C (-1.67591, 1.32866, 1.60573)
C (0.68721, -1.39525, 2.41139)
C (-0.96080, -1.25671, 0.52734)
H (2.72705, -1.37449, -0.83705)
C (1.56058, 1.27672, -3.27851)
H (-0.74443, -2.25496, 0.28876)
H (1.51204, -0.69388, 2.43141)
C (-0.67050, 0.62720, 2.23588)
C (-2.02227, -0.60059, -0.07568)
H (-2.27444, -0.90704, -1.07698)
S (1.76735, -0.55083, -2.99676)
H (2.36689, 1.96160, -3.08133)
O (-3.58161, 1.15608, 0.31385)
H (0.59027, 1.63916, -2.90459)
H (3.21322, 0.21624, -1.35632)
C (-0.42991, -0.68798, 1.72845)
H (-2.28946, 2.15958, 1.92722)
H (1.63293, 0.03276, -0.62266)
H (1.30314, 1.11165, -4.33118)
H (-0.00470, 1.10849, 2.92710)
H (0.38610, -1.54560, 3.47389)
H (-4.00428, 0.92217, -0.52646)

Here are the Mulliken charges for atoms 1 to 2, given in e: number 1, C, carries -0.722; number 2, C, carries 0.746

[2]
An isolated molecule of C9H14OSSi at a distorted geometry, computed with ωB97M-V/def2-TZVPD.

Results
- ΔE to the lowest compared entry with this formula, charge and spin (kcal/mol) = 34.2
- structure (SMILES) = C=C(O[Si](C)(C)C)c1ccsc1
- charge = 0
- energy (eV) = -30320.365

Atoms and positions in Å:
H (1.33212, -2.26145, 0.90546)
S (0.62078, 2.32117, -3.87655)
H (1.95951, -1.30650, -0.35529)
Si (0.23895, 0.06869, 1.24908)
H (0.40355, 2.54236, 1.56606)
H (-2.01673, -0.17942, -3.99432)
C (0.29988, 1.66636, -2.32761)
H (-1.55086, -0.09376, 2.94410)
C (1.59252, -1.27207, 0.71421)
H (-2.81974, -0.99058, -1.93334)
H (0.72853, 1.68859, 3.18756)
H (2.60255, -1.23856, 1.17059)
C (-0.78012, 0.83111, -2.40236)
C (-1.33585, 0.15574, -1.19550)
H (1.94358, 1.86130, 1.94217)
H (-0.82383, 1.39179, -5.69190)
C (-1.26564, 0.63770, -3.71182)
C (0.88869, 1.69440, 2.03347)
C (-0.55674, 1.32991, -4.68519)
H (0.92845, 1.86488, -1.47521)
O (-0.56484, 0.70570, -0.03032)
C (-1.04247, -0.86742, 2.39017)
H (-0.45904, -1.40838, 3.16287)
H (-2.76513, -0.94842, -0.11932)
C (-2.28492, -0.70908, -1.05953)
H (-1.57411, -1.61145, 1.80256)

Here are the Mulliken charges for atoms 1 to 2, given in e: number 1, H, carries 0.402; number 2, S, carries -0.178

[3]
A cluster of 2 separate species, C9H14S in total at a distorted geometry, computed with ωB97M-V/def2-TZVPD.

Results
- ΔE to the lowest compared entry with this formula, charge and spin (kcal/mol) = 34.3
- structure (SMILES) = Cc1ccccc1.CSC
- charge = 0
- energy (eV) = -20393.796

Atoms and positions in Å:
H (0.35993, 0.73114, 2.24712)
C (1.64565, -0.10154, 0.74343)
C (-2.89481, -1.62778, -1.96365)
H (2.21579, 3.70254, -0.28276)
H (1.78431, -2.22545, 0.33010)
H (3.01785, -0.69265, -0.73917)
C (2.07221, 2.61783, -0.12773)
H (0.44189, 2.85143, 1.39786)
C (-3.21876, -0.28188, 0.38970)
C (0.97671, 0.91811, 1.39984)
H (3.22110, 1.71308, -1.65865)
C (2.58462, 0.24252, -0.28790)
H (-2.59359, -1.06051, -2.88744)
H (1.67462, -1.86058, 2.02766)
C (2.74949, 1.51635, -0.72322)
C (1.37411, -1.53314, 1.03261)
H (-2.84247, -2.71550, -2.16610)
H (0.20748, -1.75847, 0.73868)
H (-3.00006, -0.47493, 1.47154)
H (-3.21003, 0.80743, 0.06097)
S (-1.99063, -1.29988, -0.44434)
C (1.16799, 2.21622, 0.89592)
H (-4.22776, -0.54354, 0.24016)
H (-3.97713, -1.45437, -1.84278)

Here are the Mulliken charges for atoms 1 to 2, given in e: number 1, H, carries 0.445; number 2, C, carries 0.908

[4]
A cluster of 2 separate species, C9H14Si in total at a distorted geometry, computed with ωB97M-V/def2-TZVPD.

Results
- ΔE to the lowest compared entry with this formula, charge and spin (kcal/mol) = 193.2
- charge = 0
- energy (eV) = -17429.720

Atoms and positions in Å:
H (-2.20820, 3.00706, -1.28082)
C (1.32793, -1.44027, -0.16371)
C (1.38797, 0.04676, -0.05457)
H (-2.35450, -2.68497, 1.63108)
H (-3.42580, -0.46282, -0.14791)
C (2.01280, 0.82079, -1.24101)
H (-1.78241, 3.06911, 1.56417)
H (-1.85165, -2.66654, -1.47182)
C (1.86601, 0.56600, 1.28327)
H (1.32688, 1.43718, -1.67884)
H (2.93862, 0.19973, 1.49644)
H (2.37390, -1.73281, 0.20474)
Si (-1.26950, 0.71835, -0.01635)
H (0.54422, -1.98634, 0.42659)
H (1.33334, 0.01778, 1.98414)
C (-2.20207, -2.16726, 0.69596)
C (-1.96902, -2.15546, -0.58674)
H (1.34881, -1.66263, -1.12951)
H (1.65105, 1.68237, 1.22848)
C (-2.44119, -0.81353, -0.01769)
H (2.82908, 1.38661, -0.91567)
C (-1.77759, 2.38294, 0.71641)
H (2.33127, 0.10793, -1.92999)
C (-1.98995, 2.33001, -0.59664)

Here are the Mulliken charges for atoms 1 to 2, given in e: number 1, H, carries 0.543; number 2, C, carries -1.684

[5]
A cluster of 2 separate species, C9H15BrN2O5 in total at a distorted geometry, computed with ωB97M-V/def2-TZVPD.

Results
- structure (SMILES) = [H]/N=C\C[C@H]1OC(=O)O[C@@H]1[C@H](Br)CC.C[N+](=O)[O-]
- charge = 0
- energy (eV) = -92827.602

Atoms and positions in Å:
C (-0.68390, -0.53807, -1.54866)
O (-1.09733, -4.11257, -1.26587)
C (-4.68057, -0.27150, -0.84905)
C (2.68727, -0.65736, -0.13697)
H (3.38425, 1.21223, 4.36525)
C (3.43161, 0.97560, 3.30036)
O (2.58864, 3.05848, 2.70624)
H (3.69476, -0.09868, 0.16516)
O (-0.21144, -1.93027, -1.84357)
H (-3.17450, 1.43831, -0.34828)
H (-5.15679, -0.78860, -1.81376)
C (-1.21344, -2.76575, -1.11615)
H (2.57289, 1.20888, -1.45378)
Br (0.00541, 2.39740, -1.85706)
H (-2.98913, 0.66595, -2.06341)
H (3.17634, -0.07184, 3.12625)
H (2.88445, -1.77154, -0.44288)
H (0.38213, 0.68319, 0.12576)
H (1.99827, -0.64498, 0.83097)
H (-1.06623, -0.20938, -2.62626)
H (-1.58678, -0.15008, 0.56259)
H (-4.98827, 0.23977, 1.03409)
C (-1.95974, -0.61137, -0.47282)
N (2.43650, 1.83555, 2.60469)
C (-3.17813, 0.39257, -0.91725)
O (1.53503, 1.26559, 1.97904)
N (-5.50472, -0.26018, 0.27297)
H (4.41461, 1.20700, 2.88514)
C (1.98841, 0.16988, -1.40914)
C (0.42167, 0.56875, -1.05835)
H (2.12740, -0.37378, -2.43597)
O (-2.23868, -2.06317, -0.29930)

Here are the Mulliken charges for atoms 1 to 2, given in e: number 1, C, carries 0.156; number 2, O, carries -0.547

> What is the formula in the third record?

C9H14S

> What is the energy in the first record?

-22433.343 eV

> Which of these has the lowest energy?

C9H15BrN2O5